# 1
{"formula": "C56H42CuFGeN3P3S4Sb", "method": "ωB97M-V/def2-TZVPD", "s2": 0.7550, "multiplicity": 2, "homo_energy_ev": [-1.555, -1.524], "gap_ev": [5.109, 5.072], "energy_ev": -244846.0471, "lumo_energy_ev": [3.55, 3.55], "total_charge": -2, "elements": ["Cu", "F", "Ge", "C", "C", "C", "C", "C", "C", "P", "C", "C", "C", "C", "C", "C", "C", "C", "C", "C", "C", "C", "C", "C", "C", "C", "C", "C", "P", "C", "C", "C", "C", "C", "C", "C", "C", "C", "C", "C", "C", "C", "C", "C", "C", "C", "C", "P", "C", "C", "C", "C", "C", "C", "C", "C", "C", "C", "C", "C", "H", "H", "H", "H", "H", "H", "H", "H", "H", "H", "H", "H", "H", "H", "H", "H", "H", "H", "H", "H", "H", "H", "H", "H", "H", "H", "H", "H", "H", "H", "H", "H", "H", "H", "H", "H", "H", "H", "H", "H", "H", "H", "S", "Sb", "S", "S", "S", "N", "C", "N", "C", "N"], "positions_angstrom": [[1.2063, -1.3907, -1.2347], [-1.9747, -1.3969, -1.4821], [-1.9980, -0.2424, 0.0494], [-3.1717, -1.6686, 0.7449], [-4.5410, -1.7612, 1.0102], [-5.0587, -2.8999, 1.6093], [-4.2222, -3.9611, 1.9527], [-2.8699, -3.8932, 1.6646], [-2.3543, -2.7446, 1.0645], [-0.5925, -2.4924, 0.5743], [-0.4127, -4.1526, -0.2072], [0.4875, -5.1252, 0.1977], [0.5359, -6.3469, -0.4644], [-0.3240, -6.6084, -1.5169], [-1.2483, -5.6448, -1.9037], [-1.2867, -4.4200, -1.2637], [0.2717, -2.6307, 2.1924], [-0.4086, -2.4301, 3.3951], [0.2535, -2.5489, 4.6111], [1.6097, -2.8431, 4.6425], [2.3050, -3.0104, 3.4520], [1.6408, -2.9095, 2.2387], [-2.7422, 1.0470, -1.2274], [-4.0021, 1.6259, -1.0963], [-4.5329, 2.3849, -2.1311], [-3.8162, 2.5418, -3.3098], [-2.5551, 1.9751, -3.4407], [-1.9827, 1.2714, -2.3813], [-0.2678, 0.5560, -2.3768], [-0.1886, -0.0011, -4.1250], [-1.2131, -0.8131, -4.6100], [-1.1789, -1.2689, -5.9168], [-0.1137, -0.9353, -6.7482], [0.9163, -0.1468, -6.2606], [0.8772, 0.3241, -4.9528], [0.8042, 2.0660, -2.4660], [2.0211, 2.0193, -1.7903], [2.9195, 3.0807, -1.8514], [2.6012, 4.2190, -2.5730], [1.3817, 4.2873, -3.2406], [0.4997, 3.2202, -3.1939], [-2.0190, 0.9138, 1.7236], [-3.2940, 0.9954, 2.2999], [-3.5592, 1.8563, 3.3505], [-2.5431, 2.6557, 3.8663], [-1.2793, 2.5794, 3.3144], [-1.0103, 1.7199, 2.2422], [0.6238, 1.7265, 1.4104], [0.7528, 3.5607, 1.1581], [-0.1468, 4.0846, 0.2227], [-0.1821, 5.4407, -0.0538], [0.6864, 6.3083, 0.6016], [1.5773, 5.8026, 1.5350], [1.6105, 4.4379, 1.8118], [1.7507, 1.4256, 2.8228], [1.3258, 0.7631, 3.9747], [2.2189, 0.4849, 5.0015], [3.5499, 0.8563, 4.8905], [3.9919, 1.4862, 3.7343], [3.1016, 1.7547, 2.7062], [-5.2157, -0.9584, 0.7301], [-6.1219, -2.9652, 1.8127], [-4.6327, -4.8415, 2.4328], [-2.2116, -4.7198, 1.9062], [1.1720, -4.9523, 1.0133], [1.2682, -7.0837, -0.1599], [-0.2613, -7.5516, -2.0468], [-1.9201, -5.8323, -2.7330], [-1.9744, -3.6488, -1.5924], [-1.4615, -2.1772, 3.3873], [-0.2950, -2.4054, 5.5349], [2.1264, -2.9315, 5.5915], [3.3686, -3.2126, 3.4553], [2.1985, -3.0482, 1.3205], [-4.5851, 1.4685, -0.1945], [-5.5189, 2.8246, -2.0311], [-4.2419, 3.1066, -4.1314], [-2.0269, 2.0585, -4.3822], [-2.0134, -1.1111, -3.9401], [-1.9745, -1.9070, -6.2834], [-0.0830, -1.3023, -7.7675], [1.7646, 0.1024, -6.8858], [1.7060, 0.9165, -4.5822], [2.2808, 1.1362, -1.2165], [3.8733, 3.0007, -1.3434], [3.2990, 5.0467, -2.6242], [1.1199, 5.1749, -3.8052], [-0.4371, 3.3021, -3.7248], [-4.0893, 0.3622, 1.9348], [-4.5576, 1.9068, 3.7697], [-2.7441, 3.3373, 4.6845], [-0.4846, 3.2076, 3.7006], [-0.8273, 3.4153, -0.2978], [-0.8821, 5.8192, -0.7894], [0.6694, 7.3691, 0.3796], [2.2531, 6.4695, 2.0584], [2.3089, 4.0680, 2.5523], [0.2934, 0.4487, 4.0686], [1.8689, -0.0323, 5.8875], [4.2483, 0.6335, 5.6881], [5.0354, 1.7390, 3.6166], [3.4683, 2.2113, 1.7912], [4.3601, -4.2153, -1.9364], [3.3366, -2.9918, -3.5859], [4.1135, -0.6192, -2.8413], [1.0352, -2.8319, -2.8615], [4.5803, 0.3227, -4.5104], [6.5954, -0.0074, 1.6218], [5.6030, -0.5299, 1.3136], [4.5115, -1.1825, 1.0418], [3.3809, -0.8877, 0.5571], [2.2903, -0.6858, 0.1687]], "forces_ev_per_angstrom": [[-0.20, 0.01, -0.18], [0.31, -0.04, -0.14], [-1.05, -0.50, -0.58], [-0.26, 0.10, 0.41], [0.05, -0.17, -0.12], [0.01, 0.02, -0.03], [0.01, 0.02, -0.03], [0.01, 0.08, 0.00], [0.02, 0.04, 0.19], [-0.26, -0.50, 0.86], [0.02, 0.18, -0.21], [0.03, 0.00, 0.00], [-0.03, 0.01, 0.00], [-0.01, 0.02, 0.03], [0.00, 0.00, 0.01], [-0.01, 0.02, 0.01], [0.04, -0.10, -0.04], [0.04, 0.02, -0.02], [0.04, 0.00, -0.06], [-0.04, -0.03, -0.05], [-0.04, 0.00, 0.04], [0.00, 0.05, -0.08], [0.26, 0.36, -0.06], [0.06, -0.02, -0.05], [-0.02, -0.04, 0.01], [0.02, 0.00, -0.01], [0.02, 0.02, 0.06], [-0.09, -0.04, 0.09], [0.15, 0.57, -0.38], [-0.11, 0.06, 0.09], [0.01, -0.04, 0.03], [0.02, 0.01, -0.02], [-0.04, 0.02, 0.06], [-0.03, 0.02, 0.04], [0.08, -0.02, -0.01], [-0.09, 0.06, 0.02], [0.03, -0.12, 0.04], [-0.05, 0.01, -0.03], [-0.06, -0.06, 0.02], [0.06, -0.02, 0.05], [-0.01, -0.01, 0.08], [0.60, -0.05, 0.16], [0.09, -0.10, 0.00], [0.07, 0.06, -0.01], [-0.03, -0.04, -0.03], [-0.03, 0.03, -0.05], [-0.05, 0.15, 0.03], [0.05, 0.13, -0.11], [-0.20, -0.07, 0.07], [0.05, -0.05, -0.04], [0.04, 0.01, 0.04], [-0.02, -0.06, -0.02], [0.00, -0.07, -0.02], [0.02, 0.07, 0.05], [-0.08, -0.06, 0.04], [0.00, 0.05, -0.02], [-0.02, 0.04, -0.02], [-0.02, 0.01, -0.02], [-0.02, -0.04, -0.01], [0.09, -0.05, -0.09], [0.00, 0.00, 0.01], [0.00, -0.01, -0.01], [0.00, 0.00, -0.02], [0.00, -0.02, -0.02], [0.03, 0.03, -0.01], [0.02, 0.01, -0.01], [-0.02, 0.01, 0.01], [0.03, 0.00, 0.00], [0.06, -0.04, -0.01], [-0.03, -0.05, 0.00], [-0.01, 0.02, 0.00], [0.00, 0.02, -0.02], [-0.01, 0.01, -0.01], [0.00, 0.01, 0.00], [0.02, 0.04, -0.01], [0.01, 0.01, 0.00], [0.00, -0.03, -0.01], [0.04, 0.03, 0.00], [0.02, 0.02, -0.06], [0.00, -0.01, 0.01], [0.01, -0.01, 0.01], [0.02, -0.03, 0.02], [-0.05, -0.02, -0.02], [-0.02, 0.08, -0.06], [-0.02, -0.01, -0.01], [-0.02, -0.01, 0.01], [0.00, 0.00, -0.01], [-0.03, -0.03, -0.03], [-0.02, 0.05, 0.04], [0.00, -0.02, -0.01], [0.02, -0.02, 0.01], [0.02, -0.01, 0.00], [0.04, 0.03, 0.00], [0.02, -0.01, 0.00], [0.00, -0.02, 0.01], [0.01, -0.02, -0.02], [-0.05, 0.02, -0.02], [0.04, 0.02, 0.01], [0.00, 0.00, -0.03], [0.00, 0.00, -0.01], [0.08, -0.03, -0.05], [0.00, -0.05, 0.04], [0.00, 0.03, 0.00], [-0.07, -0.19, 0.13], [0.00, 0.03, -0.02], [0.09, 0.00, -0.25], [-0.01, 0.04, -0.02], [-0.05, -0.05, 0.00], [-0.25, 0.41, -0.09], [-0.05, -0.62, 0.27], [0.35, 0.58, 0.02], [0.35, -0.14, 0.26]]}


# 2
{"formula": "C56H42N4O2P2V", "method": "ωB97M-V/def2-TZVPD", "s2": 2.0620, "multiplicity": 3, "homo_energy_ev": [-13.488, -13.487], "gap_ev": [3.921, 4.747], "energy_ev": -113054.2809, "lumo_energy_ev": [-9.57, -8.74], "total_charge": 3, "elements": ["V", "O", "C", "C", "C", "C", "C", "C", "P", "C", "C", "C", "C", "C", "C", "C", "C", "C", "C", "C", "C", "C", "C", "C", "C", "C", "C", "P", "C", "C", "C", "C", "C", "C", "C", "C", "C", "C", "C", "C", "H", "H", "H", "H", "H", "H", "H", "H", "H", "H", "H", "H", "H", "H", "H", "H", "H", "H", "H", "H", "H", "H", "H", "H", "H", "H", "H", "H", "C", "O", "C", "C", "C", "C", "C", "C", "C", "N", "C", "C", "N", "C", "C", "C", "C", "N", "C", "C", "N", "C", "C", "C", "C", "H", "H", "H", "H", "H", "H", "H", "H", "H", "H", "H", "H", "H", "H"], "positions_angstrom": [[-1.4107, -0.9276, 0.0323], [-2.2389, -3.0231, 0.9204], [-3.4501, -3.6129, 0.4864], [-4.1471, -4.5283, 1.2551], [-5.3282, -5.0556, 0.7497], [-5.8235, -4.6680, -0.4896], [-5.1609, -3.6920, -1.2078], [-3.9664, -3.1496, -0.7221], [-3.3026, -1.6295, -1.3630], [-4.5080, -0.3290, -1.0933], [-5.3210, 0.2149, -2.0834], [-6.2500, 1.1879, -1.7428], [-6.3760, 1.6097, -0.4263], [-5.5752, 1.0610, 0.5702], [-4.6409, 0.0956, 0.2323], [-2.8216, -1.7447, -3.0820], [-2.6811, -2.9887, -3.6965], [-2.2096, -3.0595, -4.9995], [-1.8732, -1.8981, -5.6804], [-2.0050, -0.6571, -5.0665], [-2.4758, -0.5756, -3.7673], [-1.3837, -3.7459, 1.7815], [-1.2315, -5.1192, 1.7229], [-0.3770, -5.7247, 2.6358], [0.3227, -4.9792, 3.5783], [0.2183, -3.6006, 3.5700], [-0.6336, -2.9699, 2.6589], [-0.5935, -1.2081, 2.3655], [1.1548, -0.7465, 2.3295], [2.0223, -1.5773, 1.6137], [3.3598, -1.2423, 1.4902], [3.8407, -0.0739, 2.0682], [2.9864, 0.7460, 2.7909], [1.6450, 0.4120, 2.9275], [-1.5341, -0.3105, 3.6034], [-2.2591, -1.0231, 4.5592], [-3.0335, -0.3442, 5.4890], [-3.0889, 1.0403, 5.4696], [-2.3759, 1.7560, 4.5132], [-1.6078, 1.0865, 3.5768], [-3.7941, -4.8362, 2.2271], [-5.8709, -5.7785, 1.3440], [-6.7416, -5.0954, -0.8671], [-5.5791, -3.3217, -2.1364], [-5.2350, -0.1113, -3.1122], [-6.8860, 1.6130, -2.5073], [-7.1103, 2.3624, -0.1725], [-5.6922, 1.3716, 1.6000], [-4.0547, -0.3645, 1.0335], [-2.9543, -3.8968, -3.1727], [-2.1186, -4.0206, -5.4868], [-1.5170, -1.9575, -6.7002], [-1.7515, 0.2450, -5.6063], [-2.5916, 0.3965, -3.2996], [-1.7566, -5.7177, 0.9934], [-0.2576, -6.7994, 2.6036], [0.9714, -5.4725, 4.2882], [0.8184, -3.0052, 4.2474], [1.6670, -2.5030, 1.1728], [4.0318, -1.9020, 0.9571], [4.8865, 0.1871, 1.9728], [3.3655, 1.6371, 3.2728], [1.0044, 1.0428, 3.5296], [-2.2073, -2.1037, 4.5949], [-3.5853, -0.9002, 6.2346], [-3.6849, 1.5674, 6.2023], [-2.4135, 2.8370, 4.5052], [-1.0585, 1.6579, 2.8381], [9.3938, 7.0431, -1.6463], [9.1372, 5.7575, -2.2123], [7.9765, 5.1596, -1.9458], [6.9716, 5.6986, -1.1339], [5.8071, 4.9795, -0.9382], [5.6128, 3.7326, -1.5355], [6.6330, 3.2033, -2.3384], [7.7955, 3.9031, -2.5406], [4.3922, 2.9678, -1.3548], [4.2127, 1.7041, -1.6979], [2.9380, 1.4123, -1.3546], [2.3010, 2.5037, -0.7834], [3.2476, 3.4974, -0.7940], [0.9480, 2.4727, -0.3621], [0.1926, 3.5682, 0.1058], [-1.1320, 3.4077, 0.4262], [-1.7147, 2.1409, 0.3265], [-1.0262, 1.0902, -0.0977], [0.2722, 1.2401, -0.4759], [0.9310, 0.0920, -1.0584], [0.2169, -1.0684, -1.1689], [0.7478, -2.1122, -1.7885], [2.0352, -2.0807, -2.3296], [2.7863, -0.9389, -2.1878], [2.2397, 0.1825, -1.5361], [10.3853, 7.3197, -1.9885], [9.3848, 6.9943, -0.5565], [8.6655, 7.7716, -2.0059], [7.0899, 6.6576, -0.6528], [5.0669, 5.4197, -0.2796], [6.4985, 2.2410, -2.8112], [8.5889, 3.5099, -3.1603], [3.1422, 4.4595, -0.5209], [0.6506, 4.5455, 0.1900], [-1.7309, 4.2426, 0.7604], [-2.7490, 1.9709, 0.5980], [0.1288, -2.9998, -1.8577], [2.4186, -2.9520, -2.8402], [3.7941, -0.8741, -2.5789]], "forces_ev_per_angstrom": [[-0.44, -0.33, 0.38], [0.19, 0.06, -0.34], [-0.08, 0.09, 0.00], [0.06, 0.01, -0.09], [0.00, -0.02, 0.01], [0.02, 0.00, 0.03], [0.04, 0.05, 0.02], [-0.14, -0.16, 0.21], [0.33, 0.34, -0.15], [-0.16, -0.03, 0.04], [0.06, 0.02, -0.03], [-0.02, 0.03, 0.00], [0.00, 0.01, 0.04], [0.01, -0.02, -0.08], [-0.03, 0.00, 0.12], [-0.04, -0.05, 0.00], [0.00, -0.03, 0.00], [-0.01, 0.01, 0.01], [0.01, 0.00, -0.03], [-0.01, -0.01, 0.02], [0.01, 0.03, -0.01], [0.05, 0.06, 0.04], [-0.01, 0.08, 0.01], [0.01, -0.02, 0.02], [-0.03, -0.03, -0.05], [-0.02, 0.04, -0.08], [0.04, -0.20, 0.02], [-0.02, 0.30, -0.17], [-0.02, -0.02, 0.11], [0.06, -0.01, -0.04], [-0.03, -0.04, -0.02], [0.03, 0.06, 0.02], [-0.04, -0.03, -0.01], [-0.01, 0.06, 0.04], [-0.05, -0.08, 0.07], [0.04, -0.01, 0.03], [0.00, -0.03, 0.00], [0.00, 0.06, -0.01], [0.00, -0.03, 0.01], [-0.01, 0.01, -0.04], [0.07, -0.02, 0.03], [-0.01, 0.00, 0.00], [0.00, 0.00, -0.01], [0.00, 0.00, 0.00], [0.01, -0.02, 0.00], [0.00, -0.01, -0.01], [0.00, 0.00, 0.00], [0.00, 0.01, 0.00], [0.01, -0.02, -0.05], [0.00, 0.01, 0.01], [0.00, 0.00, 0.00], [0.00, 0.00, 0.00], [0.00, 0.00, 0.00], [0.00, -0.01, 0.02], [-0.08, 0.01, -0.01], [0.00, 0.00, 0.01], [0.00, 0.00, 0.00], [-0.01, 0.01, 0.00], [-0.03, 0.01, 0.01], [0.01, 0.01, -0.01], [0.00, -0.01, 0.00], [0.01, 0.00, 0.00], [-0.02, -0.02, -0.02], [-0.01, -0.01, -0.01], [0.00, 0.00, 0.01], [0.00, 0.00, 0.00], [-0.01, 0.01, 0.01], [0.02, -0.03, 0.01], [0.03, -0.01, -0.04], [0.00, 0.02, 0.04], [0.03, 0.03, 0.00], [0.01, -0.10, -0.06], [0.03, -0.01, -0.01], [-0.09, 0.01, 0.06], [0.08, 0.03, -0.03], [-0.09, -0.02, 0.03], [0.01, 0.28, 0.09], [0.06, -0.14, -0.07], [-0.12, 0.07, 0.07], [0.00, 0.12, 0.04], [0.09, -0.18, -0.08], [-0.09, -0.03, -0.07], [0.01, 0.01, 0.00], [-0.04, -0.07, 0.02], [-0.05, 0.09, 0.05], [0.10, -0.22, -0.14], [0.41, -0.07, -0.19], [-0.03, 0.17, -0.05], [-0.06, 0.25, 0.29], [0.07, -0.18, -0.06], [-0.13, 0.01, 0.06], [0.03, 0.00, -0.01], [0.07, -0.08, -0.03], [-0.01, 0.01, 0.01], [-0.01, 0.02, 0.00], [0.01, 0.01, 0.03], [0.03, -0.01, -0.02], [-0.07, -0.06, -0.01], [-0.04, -0.03, 0.02], [0.01, 0.00, -0.01], [-0.02, 0.00, 0.01], [0.00, 0.01, 0.01], [-0.01, 0.00, 0.00], [-0.01, 0.02, -0.01], [0.02, 0.00, -0.01], [0.01, 0.00, 0.00], [0.01, 0.01, 0.01]]}


Sequential ΔE to the lowest compared entry with this formula, charge and spin output: 0.0000, 0.1212 eV
Sequential maximum force output: 1.299, 0.669 eV/A